Computed, not measured: a single C21H17FN8OS molecule in a non-equilibrium geometry, with ωB97M-V/def2-TZVPD.

Gap between HOMO and LUMO: 8.02 eV
SMILES: Cn1ncc(-c2nc(C#N)cs2)c1C(=O)N[C@H]1CCn2nc(-c3ccc(F)cc3)nc2C1
Largest force on an atom: 2.68 eV/Å
Charge: 0

Each line ends with the Mulliken charge.
Element x y z (Å)
C  4.972  -2.649  -2.943  -0.754
N  3.548  -2.798  -2.627  0.765
N  2.930  -3.986  -2.756  -1.019
C  1.712  -3.835  -2.358  -0.929
C  1.490  -2.481  -1.887  1.628
C  0.165  -2.074  -1.454  0.394
N  -0.309  -0.881  -1.751  -0.499
C  -1.646  -0.804  -1.438  0.091
C  -2.475  0.386  -1.610  -0.043
N  -3.149  1.308  -1.696  -0.504
C  -2.154  -1.885  -0.801  -0.161
S  -1.000  -3.196  -0.752  -0.200
C  2.703  -1.856  -2.041  -0.776
C  3.085  -0.485  -1.560  0.728
O  4.224  -0.110  -1.654  -0.685
N  2.172  0.339  -0.928  0.130
C  2.525  1.518  -0.122  -0.593
C  1.898  2.814  -0.762  -0.848
C  0.335  2.697  -0.836  -0.492
N  -0.250  2.137  0.406  0.976
N  -1.521  2.154  0.758  -1.261
C  -1.595  1.361  1.797  0.171
C  -2.852  0.946  2.465  0.243
C  -2.882  0.181  3.639  -0.304
C  -4.110  -0.093  4.316  -0.545
C  -5.324  0.376  3.782  0.327
F  -6.483  0.244  4.459  -0.310
C  -5.295  1.112  2.637  -0.576
C  -4.095  1.400  1.973  -0.411
N  -0.368  0.921  2.226  -0.703
C  0.451  1.408  1.339  0.489
C  1.947  1.289  1.297  -0.678
H  5.139  -1.728  -3.498  0.287
H  5.341  -3.509  -3.556  0.272
H  5.539  -2.581  -2.013  0.300
H  0.999  -4.673  -2.280  0.403
H  -3.179  -2.015  -0.483  0.543
H  1.216  -0.040  -0.978  0.194
H  3.627  1.614  -0.049  0.451
H  2.181  3.718  -0.204  0.368
H  2.278  2.942  -1.783  0.430
H  -0.111  3.696  -0.975  0.451
H  0.093  2.050  -1.689  0.216
H  -1.944  -0.170  4.085  0.433
H  -4.144  -0.585  5.277  0.419
H  -6.188  1.520  2.223  0.429
H  -4.140  2.033  1.117  0.474
H  2.260  0.294  1.677  0.288
H  2.385  1.975  2.012  0.391


Computed, not measured: a molecular structure, C36H60N8OSSi in a non-equilibrium geometry, with ωB97M-V/def2-TZVPD.

Gap between HOMO and LUMO: 7.83 eV
Largest force on an atom: 3.44 eV/Å
Charge: 0

Each line ends with the Mulliken charge.
Element x y z (Å)
C  -3.270  0.761  2.302  -0.685
C  -2.151  -0.032  1.479  0.867
O  -1.838  0.769  0.317  -0.479
C  -0.691  0.192  -0.364  0.384
C  -1.116  -0.781  -1.516  -0.007
C  -0.898  -2.232  -1.597  0.940
Si  0.057  -3.166  -0.235  0.630
C  1.730  -2.273  0.140  -0.710
C  -0.964  -3.496  1.347  -0.717
C  0.571  -4.913  -0.897  -0.981
C  -1.439  -2.978  -2.832  -0.625
C  -2.147  -2.306  -3.927  -0.690
C  -2.387  -0.817  -3.939  0.324
N  -2.992  -0.023  -4.887  -0.676
S  -2.888  1.522  -4.220  0.136
N  -2.114  1.238  -2.769  -0.406
C  -1.855  -0.132  -2.684  0.181
H  -3.617  1.626  1.664  0.312
H  -4.136  0.079  2.571  -0.160
H  -2.814  1.128  3.271  0.277
H  -2.564  -1.015  1.102  0.012
H  -1.290  -0.191  2.187  -0.123
H  0.023  -0.231  0.391  -0.485
H  -0.176  1.074  -0.863  0.300
H  1.775  -1.392  -0.573  0.293
H  1.605  -1.823  1.166  -0.213
H  2.613  -2.958  0.052  0.470
H  -1.991  -3.917  1.134  -0.038
H  -0.422  -4.307  1.931  0.387
H  -1.023  -2.606  2.039  0.327
H  1.704  -4.993  -0.877  0.237
H  0.169  -5.752  -0.263  0.325
H  0.268  -5.083  -1.967  0.099
H  -1.318  -4.082  -2.951  0.268
H  -2.533  -2.895  -4.800  0.338
C  2.769  2.705  2.357  -0.876
C  3.334  1.794  3.439  -0.650
C  3.227  0.308  3.086  -0.567
C  1.837  -0.134  2.973  0.316
N  0.743  -0.471  2.870  -0.532
H  1.699  2.532  2.209  0.302
H  2.900  3.755  2.637  0.449
H  3.280  2.544  1.404  0.270
H  2.821  1.994  4.384  0.343
H  4.389  2.041  3.591  0.328
H  3.723  -0.281  3.862  0.392
H  3.755  0.108  2.150  0.283
C  2.340  4.832  -1.517  -0.390
C  2.325  6.314  -1.157  -0.558
C  3.520  6.732  -0.297  -0.375
C  3.519  6.073  1.009  0.297
N  3.520  5.539  2.026  -0.524
H  2.274  4.204  -0.626  0.085
H  1.487  4.592  -2.156  0.381
H  3.251  4.571  -2.054  -0.233
H  1.389  6.550  -0.641  0.307
H  2.336  6.900  -2.080  0.327
H  3.489  7.815  -0.147  0.316
H  4.454  6.512  -0.821  0.176
C  -4.561  -4.183  2.235  -1.044
C  -6.057  -4.241  2.519  -0.592
C  -6.821  -3.044  1.948  -0.435
C  -6.417  -1.781  2.568  0.170
N  -6.091  -0.790  3.051  -0.441
H  -4.098  -3.311  2.703  0.323
H  -4.068  -5.072  2.632  0.397
H  -4.369  -4.138  1.160  0.272
H  -6.217  -4.308  3.599  0.339
H  -6.462  -5.156  2.078  0.331
H  -7.891  -3.193  2.115  0.288
H  -6.674  -2.989  0.866  0.289
C  7.473  5.003  -4.201  -1.125
C  7.077  3.567  -4.526  -0.415
C  5.611  3.262  -4.210  -0.377
C  5.318  3.369  -2.779  0.307
N  5.091  3.462  -1.656  -0.489
H  7.371  5.215  -3.134  0.327
H  8.514  5.178  -4.476  0.325
H  6.852  5.714  -4.753  0.302
H  7.730  2.881  -3.978  0.301
H  7.249  3.389  -5.590  0.314
H  5.379  2.248  -4.543  0.303
H  4.960  3.937  -4.771  0.307
C  4.831  -6.229  -4.766  -1.189
C  3.350  -6.314  -4.414  -0.366
C  2.549  -5.102  -4.894  -0.305
C  2.972  -3.862  -4.239  0.209
N  3.314  -2.890  -3.729  -0.454
H  5.309  -5.374  -4.283  0.342
H  5.349  -7.130  -4.433  0.346
H  4.971  -6.137  -5.846  0.305
H  3.243  -6.429  -3.332  0.231
H  2.932  -7.213  -4.874  0.349
H  1.490  -5.269  -4.682  0.195
H  2.643  -4.998  -5.978  0.350
C  -7.348  1.518  4.914  -0.834
C  -7.335  2.985  5.329  -0.509
C  -6.133  3.350  6.203  -0.325
C  -6.145  2.646  7.487  0.240
N  -6.153  2.083  8.489  -0.424
H  -7.426  0.858  5.781  0.327
H  -8.204  1.318  4.267  0.337
H  -6.442  1.260  4.366  0.097
H  -8.266  3.220  5.855  0.315
H  -7.313  3.604  4.428  0.308
H  -6.144  4.427  6.392  0.280
H  -5.204  3.132  5.669  0.216


Computed, not measured: a molecular structure, C40H24BrCl7N6O4Ti, with ωB97M-V/def2-TZVPD.

Energy above the lowest of the compared OMol25 structures with the same formula, charge and spin: 0.0 kJ/mol
Gap between HOMO and LUMO (alpha / beta): 4.61 / 4.61 eV
Largest force on an atom: 0.40 eV/Å
Charge: -2

Each line ends with the Mulliken charge.
Element x y z (Å)
Ti  -0.441  0.626  -0.827  -2.578
Cl  -0.320  6.595  -4.517  -0.272
C  0.134  5.049  -3.850  0.133
C  -0.700  4.460  -2.912  -0.969
C  -0.372  3.223  -2.364  0.053
N  -1.075  2.564  -1.353  0.984
C  -2.144  3.124  -0.752  -0.307
O  -2.830  4.081  -1.103  -0.848
C  -2.402  2.492  0.589  0.546
C  -3.323  3.037  1.465  -0.824
C  -3.381  2.533  2.754  -0.668
C  -2.535  1.496  3.108  -0.974
C  -1.688  0.968  2.148  -0.773
N  -1.616  1.463  0.913  1.326
C  0.796  2.551  -2.779  0.124
C  1.621  3.167  -3.718  -0.825
C  1.293  4.407  -4.243  -0.220
Cl  2.369  5.122  -5.415  -0.267
N  1.071  1.344  -2.131  1.031
C  1.989  0.506  -2.691  -0.379
O  2.321  0.473  -3.872  -0.718
C  2.733  -0.429  -1.768  0.855
C  2.939  -1.751  -2.160  -0.420
C  3.686  -2.572  -1.339  -0.246
C  4.221  -2.040  -0.170  -0.674
C  3.979  -0.705  0.117  -0.292
N  3.251  0.093  -0.664  -0.311
H  -1.606  4.957  -2.610  0.672
H  -3.931  3.860  1.119  0.571
H  -4.069  2.954  3.478  0.418
H  -2.524  1.082  4.107  0.511
H  -1.040  0.133  2.366  0.748
H  2.519  2.678  -4.057  0.604
H  2.491  -2.107  -3.078  0.397
H  3.831  -3.616  -1.592  0.380
H  4.801  -2.647  0.513  0.384
H  4.371  -0.251  1.021  0.451
O  -0.202  -2.930  -3.476  -0.817
C  0.047  -3.821  -2.496  0.266
C  0.308  -5.138  -2.876  -0.665
C  0.570  -6.110  -1.927  -0.350
C  0.574  -5.784  -0.577  -0.959
C  0.313  -4.475  -0.200  -0.498
C  0.056  -3.478  -1.135  -0.219
C  -0.223  -2.065  -0.659  1.463
O  -0.119  -1.118  -1.682  0.516
N  0.674  -1.704  0.413  -0.883
N  0.540  -0.289  0.592  2.609
C  1.185  0.048  1.792  -2.112
C  1.506  1.290  2.244  1.144
Br  1.383  2.702  0.918  -0.186
C  1.897  1.731  3.514  -1.720
C  1.695  1.084  4.765  1.383
C  0.940  -0.097  4.987  -0.126
C  0.752  -0.614  6.259  -0.833
C  1.311  -0.019  7.383  -0.488
C  2.064  1.142  7.194  -0.404
C  2.248  1.674  5.937  -0.903
H  -0.276  -2.042  -3.038  0.135
H  0.300  -5.368  -3.934  0.446
H  0.771  -7.127  -2.245  0.376
H  0.777  -6.537  0.173  0.394
H  0.317  -4.197  0.847  0.394
H  -1.238  -2.018  -0.228  -0.175
H  1.635  -1.881  0.116  0.000
H  1.451  -0.798  2.411  0.696
H  2.371  2.703  3.560  0.165
H  0.473  -0.598  4.151  0.257
H  0.154  -1.514  6.369  0.343
H  1.171  -0.443  8.370  0.350
H  2.514  1.639  8.048  0.325
H  2.831  2.582  5.822  0.302
Cl  -1.494  0.617  -3.865  -0.215
C  -2.816  0.087  -2.866  0.900
C  -2.596  -0.072  -1.495  -0.814
C  -3.682  -0.627  -0.823  1.094
Cl  -3.537  -1.068  0.866  -0.194
C  -4.914  -0.916  -1.417  -0.129
Cl  -6.228  -1.575  -0.502  -0.242
C  -5.089  -0.676  -2.772  0.491
Cl  -6.605  -1.005  -3.534  -0.235
C  -4.020  -0.185  -3.511  -0.275
Cl  -4.209  0.071  -5.209  -0.232